(1)
{
  "formula": "CH6N3O",
  "method": "ωB97M-V with the def2-TZVPD basis set",
  "symbols": ["C", "N", "N", "N", "O", "H", "H", "H", "H", "H", "H"],
  "xyz": [[-0.21, 0.17, 0.14], [-1.44, 0.01, -0.53], [0.65, 1.15, -0.05], [0.62, -1.21, 0.14], [-1.32, 0.01, 0.99], [-2.00, 0.91, -0.88], [1.35, 1.62, 0.53], [0.16, 1.78, -0.69], [0.03, -1.78, -0.47], [0.64, -1.45, 1.15], [1.51, -1.22, -0.35]],
  "e_homo_ev": [-10.82, -15.97],
  "lumo_energy_ev": [-3.71, -7.10],
  "e_above_lowest_ev": 2.426,
  "charge": 1,
  "spin_multiplicity": 3,
  "energy_ha": -280.67015
}



(2)
{
  "formula": "CH6N3O2",
  "method": "ωB97M-V with the def2-TZVPD basis set",
  "symbols": ["C", "N", "N", "N", "O", "O", "H", "H", "H", "H", "H", "H"],
  "xyz": [[0.49, 0.35, 0.04], [-0.59, -0.95, 0.17], [1.71, 0.18, -0.05], [-0.05, 1.57, -0.04], [2.26, -1.06, -0.03], [-1.99, -0.56, 0.00], [-0.19, -1.58, -0.55], [-0.62, -1.20, 1.09], [0.47, 2.32, -0.44], [-0.92, 1.84, 0.31], [3.12, -0.79, 0.38], [-2.36, -0.57, -0.88]],
  "e_homo_ev": -13.86,
  "lumo_energy_ev": -3.94,
  "e_above_lowest_ev": 2.047,
  "charge": 1,
  "energy_ha": -356.02443
}



(3)
{
  "formula": "CH6N3OP",
  "method": "ωB97M-V with the def2-TZVPD basis set",
  "symbols": ["C", "N", "N", "N", "O", "P", "H", "H", "H", "H", "H", "H"],
  "xyz": [[-1.30, -0.42, -0.04], [-0.25, -0.89, -1.02], [-0.47, -0.25, 1.05], [1.15, 1.51, -0.28], [2.18, -0.95, 0.23], [0.94, -0.22, 0.05], [-1.71, 0.62, -0.54], [-2.16, -1.04, 0.10], [-0.52, -0.60, -2.02], [-0.54, -1.44, 2.02], [0.55, 1.88, 0.48], [2.14, 1.80, -0.04]],
  "e_homo_ev": -9.68,
  "lumo_energy_ev": -0.34,
  "e_above_lowest_ev": 2.910,
  "energy_ha": -622.50772
}



(4)
{
  "formula": "CH6N3OS",
  "method": "ωB97M-V with the def2-TZVPD basis set",
  "symbols": ["C", "N", "N", "N", "O", "S", "H", "H", "H", "H", "H", "H"],
  "xyz": [[0.11, -1.12, -0.07], [-0.63, -1.69, -1.08], [0.65, 2.44, 0.95], [0.05, 0.14, 0.24], [0.69, -1.80, 0.84], [0.94, 0.84, 1.60], [-1.29, -0.96, -1.46], [-0.52, -2.47, -1.74], [0.06, 3.09, 1.43], [1.57, 2.93, 0.72], [-0.35, 0.75, -0.49], [0.72, -2.68, 0.47]],
  "e_homo_ev": [-9.92, -14.45],
  "lumo_energy_ev": [-3.48, -6.76],
  "e_above_lowest_ev": 0.810,
  "charge": 1,
  "spin_multiplicity": 3,
  "energy_ha": -678.98779
}



(5)
{
  "formula": "CH6N3S2",
  "method": "ωB97M-V with the def2-TZVPD basis set",
  "symbols": ["C", "N", "N", "N", "S", "S", "H", "H", "H", "H", "H", "H"],
  "xyz": [[0.13, -0.24, 0.55], [1.08, -0.16, 1.43], [0.12, 0.07, -0.70], [-1.00, -0.29, -1.37], [-1.73, -1.15, 1.55], [1.64, 0.57, -1.56], [1.95, 0.37, 1.18], [1.06, -0.23, 2.44], [-2.74, -0.52, 0.87], [-1.63, 0.49, -1.28], [-0.77, -0.63, -2.29], [1.89, 1.74, -0.81]],
  "e_homo_ev": -14.04,
  "lumo_energy_ev": -5.48,
  "e_above_lowest_ev": 3.029,
  "charge": 1,
  "energy_ha": -1001.97135
}



(6)
{
  "formula": "CH6N4",
  "method": "ωB97M-V with the def2-TZVPD basis set",
  "symbols": ["N", "N", "N", "H", "H", "H", "C", "N", "H", "H", "H"],
  "xyz": [[1.22, -0.86, 0.86], [-0.59, -0.71, 0.66], [-1.15, 0.10, 1.34], [1.27, -0.72, 1.87], [1.38, -1.84, 0.64], [-1.75, 0.77, 0.82], [0.05, 0.33, -1.40], [-0.68, 1.36, -1.42], [-0.57, 1.98, -0.61], [-0.04, -0.39, -2.21], [0.86, -0.04, -0.56]],
  "e_homo_ev": [-8.89, -8.80],
  "lumo_energy_ev": [-0.79, -0.88],
  "e_above_lowest_ev": 5.021,
  "energy_ha": -260.51730
}



(7)
{
  "formula": "CH6N4O",
  "method": "ωB97M-V with the def2-TZVPD basis set",
  "symbols": ["N", "C", "N", "N", "O", "N", "H", "H", "H", "H", "H", "H"],
  "xyz": [[-0.09, -0.38, 1.26], [-0.09, -0.23, -0.11], [0.34, 0.74, 2.02], [-0.74, -1.26, -0.72], [0.29, 0.61, -2.14], [0.45, 0.76, -0.75], [0.70, 1.42, -2.48], [-0.92, -0.86, 1.61], [-0.22, 1.55, 1.74], [1.28, 0.99, 1.70], [-0.60, -1.17, -1.72], [-0.40, -2.16, -0.40]],
  "e_homo_ev": -8.51,
  "lumo_energy_ev": 0.93,
  "e_above_lowest_ev": 2.891,
  "energy_ha": -335.89036
}



(8)
{
  "formula": "CH6N4S",
  "method": "ωB97M-V with the def2-TZVPD basis set",
  "symbols": ["C", "H", "H", "H", "H", "H", "H", "N", "N", "N", "N", "S"],
  "xyz": [[-0.32, 0.01, -0.16], [2.28, -0.95, 0.66], [1.84, -1.13, -0.96], [-0.26, -1.84, 0.53], [-0.22, 2.03, -0.21], [1.05, 0.98, 1.81], [2.24, 1.17, 0.61], [1.62, -1.37, 0.00], [0.33, -1.05, 0.36], [0.38, 1.21, -0.11], [1.30, 1.44, 0.93], [-1.90, -0.12, -0.61]],
  "e_homo_ev": -8.46,
  "lumo_energy_ev": 0.66,
  "e_above_lowest_ev": 0.537,
  "energy_ha": -658.85158
}



(9)
{
  "formula": "CH6N4S",
  "method": "ωB97M-V with the def2-TZVPD basis set",
  "symbols": ["C", "H", "H", "H", "H", "H", "H", "N", "N", "N", "N", "S"],
  "xyz": [[0.13, -0.01, -0.11], [-0.41, -0.39, 2.40], [-1.18, -1.53, 1.52], [-1.59, 0.92, 0.36], [1.22, 0.80, -1.68], [-1.00, 1.54, -2.42], [-0.15, 2.70, -1.56], [-1.24, -0.54, 1.80], [-1.00, 0.15, 0.64], [0.32, 0.82, -1.19], [-0.62, 1.79, -1.52], [1.26, -1.22, 0.25]],
  "e_homo_ev": -8.29,
  "lumo_energy_ev": 0.62,
  "e_above_lowest_ev": 0.115,
  "energy_ha": -658.86710
}



(10)
{
  "formula": "CH6N4S",
  "method": "ωB97M-V with the def2-TZVPD basis set",
  "symbols": ["C", "N", "N", "N", "N", "S", "H", "H", "H", "H", "H", "H"],
  "xyz": [[0.17, 0.05, -0.92], [-1.43, 0.41, 1.32], [-0.73, -0.97, -0.81], [1.46, -0.21, -0.96], [-0.25, 0.73, 1.09], [0.95, 1.40, 1.91], [-0.14, 0.98, -1.37], [-1.73, 0.44, 2.24], [-0.42, -1.64, -0.15], [-1.71, -0.65, -0.55], [2.11, 0.60, -1.11], [1.72, -1.15, -0.71]],
  "e_homo_ev": -7.18,
  "lumo_energy_ev": 0.73,
  "e_above_lowest_ev": 1.480,
  "energy_ha": -658.81695
}



(11)
{
  "formula": "CH6N4S2",
  "method": "ωB97M-V with the def2-TZVPD basis set",
  "symbols": ["C", "H", "H", "H", "H", "H", "H", "N", "N", "N", "N", "S", "S"],
  "xyz": [[0.12, -0.31, 0.01], [2.81, -0.58, -0.97], [3.07, -0.56, 0.63], [1.04, 1.39, -0.56], [-1.79, 2.26, -0.98], [-0.90, -1.82, 1.05], [-3.29, -0.33, 0.74], [2.40, -0.20, -0.13], [1.22, -1.02, 0.15], [0.06, 1.02, -0.38], [-1.07, -0.91, 0.53], [-1.11, 2.05, 0.22], [-2.57, -0.99, -0.29]],
  "e_homo_ev": -8.78,
  "lumo_energy_ev": 0.68,
  "e_above_lowest_ev": 0.500,
  "energy_ha": -1057.02466
}



(12)
{
  "formula": "CH6N5",
  "method": "ωB97M-V with the def2-TZVPD basis set",
  "symbols": ["C", "N", "N", "N", "N", "N", "H", "H", "H", "H", "H", "H"],
  "xyz": [[0.72, -0.16, -0.10], [-2.87, 0.49, 0.08], [-1.88, -0.24, 0.15], [1.00, -1.44, -0.13], [-0.77, 0.50, 0.05], [1.64, 0.74, 0.07], [-3.77, -0.01, 0.21], [0.46, -2.13, -0.52], [1.97, -1.60, 0.09], [-0.60, 1.54, -0.07], [2.72, 0.62, 0.04], [1.38, 1.70, 0.12]],
  "e_homo_ev": -14.05,
  "lumo_energy_ev": -4.04,
  "e_above_lowest_ev": 1.172,
  "charge": 1,
  "energy_ha": -315.14342
}



(13)
{
  "formula": "CH6N6",
  "method": "ωB97M-V with the def2-TZVPD basis set",
  "symbols": ["C", "N", "N", "N", "N", "N", "N", "H", "H", "H", "H", "H", "H"],
  "xyz": [[-0.05, 1.07, -0.25], [1.02, 1.72, 0.12], [2.05, 1.61, 0.80], [3.05, 1.66, 1.24], [0.75, -1.04, 0.51], [-0.10, -0.26, -0.01], [-1.69, -0.75, -0.60], [-0.78, 1.72, -0.79], [0.71, -1.13, 1.48], [1.19, -1.82, -0.08], [-1.62, -1.74, -0.80], [-1.98, -0.40, -1.49], [-2.55, -0.64, -0.13]],
  "e_homo_ev": -20.56,
  "lumo_energy_ev": -10.45,
  "e_above_lowest_ev": 0.407,
  "charge": 2,
  "energy_ha": -369.34810
}



(14)
{
  "formula": "CH6NO",
  "method": "ωB97M-V with the def2-TZVPD basis set",
  "symbols": ["O", "H", "C", "N", "H", "H", "H", "H", "H"],
  "xyz": [[2.63, -0.18, -1.54], [1.72, 0.05, -1.70], [-0.98, -0.28, 0.82], [-0.20, 0.24, -0.30], [-0.68, 0.07, 1.82], [-0.99, -1.37, 0.77], [-1.99, 0.09, 0.70], [-0.34, 1.25, -0.27], [0.83, 0.14, -0.29]],
  "e_homo_ev": -2.14,
  "lumo_energy_ev": 4.07,
  "e_above_lowest_ev": 0.490,
  "charge": -1,
  "energy_ha": -171.65157
}



(15)
{
  "formula": "CH6NO",
  "method": "ωB97M-V with the def2-TZVPD basis set",
  "symbols": ["C", "N", "H", "H", "H", "H", "H", "H", "O"],
  "xyz": [[-1.46, -0.21, -0.43], [-0.54, 0.65, -0.50], [-1.30, -1.02, 0.27], [-2.26, -0.15, -1.10], [-0.97, 1.57, -0.35], [0.44, 0.51, -0.10], [2.61, 0.00, 0.57], [1.79, -1.19, 0.89], [1.68, -0.16, 0.75]],
  "e_homo_ev": -16.99,
  "lumo_energy_ev": -6.07,
  "e_above_lowest_ev": 1.520,
  "charge": 1,
  "energy_ha": -171.37113
}



(16)
{
  "formula": "CH6NO2",
  "method": "ωB97M-V with the def2-TZVPD basis set",
  "symbols": ["O", "H", "N", "C", "O", "H", "H", "H", "H", "H"],
  "xyz": [[2.57, 0.79, 0.76], [2.37, 0.57, 1.67], [0.21, 0.08, -0.43], [-1.20, 0.15, -0.56], [-1.92, -0.98, 0.02], [1.69, 0.67, 0.29], [0.59, -0.83, -0.70], [-1.49, 0.99, 0.07], [-1.56, 0.22, -1.60], [-1.37, -1.39, 0.70]],
  "e_homo_ev": -2.20,
  "lumo_energy_ev": 4.64,
  "e_above_lowest_ev": 0.903,
  "charge": -1,
  "energy_ha": -246.91604
}



(17)
{
  "formula": "CH6NO2",
  "method": "ωB97M-V with the def2-TZVPD basis set",
  "symbols": ["O", "H", "N", "C", "O", "H", "H", "H", "H", "H"],
  "xyz": [[1.14, 1.53, 1.88], [0.38, 1.99, 2.23], [0.59, -0.25, 0.00], [-0.30, -1.14, -0.81], [-1.69, -0.57, -1.10], [0.82, 0.99, 1.06], [0.83, 0.44, -0.65], [0.08, -1.12, -1.86], [-0.32, -2.06, -0.28], [-1.53, 0.19, -0.47]],
  "e_homo_ev": -2.72,
  "lumo_energy_ev": 4.69,
  "e_above_lowest_ev": 1.379,
  "charge": -1,
  "energy_ha": -246.89855
}



(18)
{
  "formula": "CH6NO3P",
  "method": "ωB97M-V with the def2-TZVPD basis set",
  "symbols": ["C", "N", "O", "O", "O", "P", "H", "H", "H", "H", "H", "H"],
  "xyz": [[-0.14, 2.05, -0.12], [0.49, 0.98, 0.46], [-0.32, -1.33, -1.34], [0.18, -3.00, 0.52], [-0.03, 0.08, 1.30], [-0.92, -1.91, -0.04], [0.50, 2.94, 0.01], [-0.46, 1.82, -1.09], [-1.06, 2.17, 0.40], [1.43, 0.62, 0.06], [0.57, -0.96, -1.39], [-0.24, -3.46, 1.22]],
  "e_homo_ev": [-6.62, -6.63],
  "lumo_energy_ev": [0.08, 0.08],
  "e_above_lowest_ev": 4.032,
  "energy_ha": -663.41611
}



(19)
{
  "formula": "CH6NS",
  "method": "ωB97M-V with the def2-TZVPD basis set",
  "symbols": ["N", "H", "H", "H", "C", "S", "H", "H", "H"],
  "xyz": [[-0.49, -1.95, 0.45], [-0.68, -0.96, 0.27], [0.20, -2.18, 1.15], [-0.31, -2.45, -0.42], [0.38, 1.51, -0.33], [-1.04, 1.31, 0.80], [1.08, 2.28, 0.01], [0.04, 1.90, -1.31], [0.81, 0.54, -0.61]],
  "e_homo_ev": -2.16,
  "lumo_energy_ev": 4.62,
  "e_above_lowest_ev": 0.275,
  "charge": -1,
  "energy_ha": -494.65441
}



(20)
{
  "formula": "CH6NS2",
  "method": "ωB97M-V with the def2-TZVPD basis set",
  "symbols": ["C", "N", "S", "S", "H", "H", "H", "H", "H", "H"],
  "xyz": [[0.80, 0.04, -1.14], [0.15, 0.72, -2.03], [-0.15, 0.25, 2.82], [-1.03, -0.96, 1.49], [1.24, 0.62, -0.25], [0.65, -1.05, -1.09], [-0.07, -1.83, 1.60], [-0.28, 0.15, -2.75], [-0.15, 1.68, -2.30], [-1.17, 0.37, 3.64]],
  "e_homo_ev": -12.53,
  "lumo_energy_ev": -5.76,
  "e_above_lowest_ev": 1.037,
  "charge": 1,
  "energy_ha": -892.50810
}